{
  "formula": "C36H72F3N6O20P2V",
  "method": "ωB97M-V with the def2-TZVPD basis set",
  "symbols": ["O", "V", "C", "O", "O", "C", "F", "F", "F", "C", "C", "H", "H", "H", "H", "H", "H", "C", "C", "C", "O", "C", "O", "O", "H", "H", "H", "H", "H", "H", "C", "C", "C", "O", "C", "O", "O", "H", "H", "H", "H", "H", "H", "C", "C", "C", "O", "C", "O", "O", "H", "H", "H", "H", "H", "H", "C", "C", "C", "O", "C", "O", "O", "H", "H", "H", "H", "H", "H", "C", "C", "C", "O", "C", "O", "O", "H", "H", "H", "H", "H", "H", "O", "P", "N", "C", "C", "N", "C", "C", "N", "C", "C", "H", "H", "H", "H", "H", "H", "H", "H", "H", "H", "H", "H", "H", "H", "H", "H", "H", "H", "O", "P", "N", "C", "C", "N", "C", "C", "N", "C", "C", "H", "H", "H", "H", "H", "H", "H", "H", "H", "H", "H", "H", "H", "H", "H", "H", "H", "H"],
  "coordinates": [[-3.049795, 1.483218, -0.840712], [-2.580009, 1.314788, -2.334767], [0.747414, 0.445843, -1.036697], [0.325341, -0.083267, 0.218280], [-0.486317, 0.795370, -1.618579], [1.983231, 1.409202, -0.735994], [3.046308, 1.266136, -1.560817], [1.782603, 2.694303, -0.902270], [2.561484, 1.278592, 0.513727], [0.092211, -1.455250, 0.394840], [-0.051389, -1.735577, 1.925582], [-0.585407, -2.677980, 2.047208], [0.969943, -1.864430, 2.283899], [-0.613187, -0.843791, 2.203429], [0.897680, -2.114254, 0.070753], [-0.789697, -1.804473, -0.142157], [1.180904, -0.442393, -1.496279], [0.485527, 0.894921, 4.388241], [1.259221, 1.099013, 5.756399], [2.790601, 1.151993, 5.553136], [3.052933, 2.140618, 6.585681], [1.981939, 2.767907, 7.129635], [1.909841, 3.693264, 7.918239], [0.899979, 2.321822, 6.376200], [0.584788, -0.173522, 4.196671], [0.911034, 1.647170, 3.724033], [-0.509017, 1.030766, 4.813142], [1.024117, 0.309967, 6.470702], [3.005730, 1.554561, 4.563310], [3.367833, 0.227418, 5.561079], [-2.463118, -1.160868, 5.539149], [-3.510744, -2.266879, 5.030327], [-3.542377, -2.703866, 3.518038], [-3.522009, -4.113320, 3.622409], [-3.203355, -4.437712, 4.870276], [-2.930670, -5.566395, 5.196046], [-3.232240, -3.442272, 5.689800], [-2.487914, -1.066854, 6.624801], [-2.927092, -0.242289, 5.179909], [-1.433193, -1.308976, 5.214472], [-4.491896, -1.798188, 5.106242], [-2.690256, -2.182861, 3.081522], [-4.500195, -2.358551, 3.128893], [4.979118, 1.611343, -4.163887], [6.458219, 1.557829, -4.426537], [6.959470, 1.512237, -5.848873], [7.725944, 2.704394, -6.103149], [7.693661, 3.414293, -4.950019], [8.135412, 4.538408, -4.691831], [6.949620, 2.852098, -4.028353], [4.741697, 2.070820, -3.204402], [4.461685, 0.655752, -4.248905], [4.471469, 2.324642, -4.813186], [6.986472, 0.823305, -3.818657], [6.165365, 1.401648, -6.587306], [7.760524, 0.774032, -5.887237], [4.365351, -1.163372, 2.058354], [5.337527, -0.238971, 1.323936], [6.217124, 0.622679, 2.281407], [7.519793, 0.509667, 1.685054], [7.710896, -0.560581, 0.956819], [8.784629, -0.964603, 0.621177], [6.490554, -1.022916, 0.714274], [3.361101, -0.956879, 1.688298], [4.215272, -0.891758, 3.103241], [4.363096, -2.241034, 1.894834], [4.903950, 0.345901, 0.512740], [6.214961, 0.419668, 3.352331], [5.934711, 1.675091, 2.253540], [0.744218, -7.264383, 4.701388], [1.082207, -6.705131, 3.291708], [0.685875, -5.174645, 3.101147], [1.936874, -4.562725, 2.819598], [2.913394, -5.461953, 2.854949], [4.031834, -5.076931, 2.537111], [2.512413, -6.619205, 3.226744], [1.467796, -6.758644, 5.340731], [1.052644, -8.297370, 4.862341], [-0.314195, -7.161720, 4.940836], [0.778027, -7.400340, 2.509241], [0.297195, -4.883421, 4.076971], [-0.146347, -5.087601, 2.402636], [-3.202238, -0.938015, -2.174100], [-3.597065, -2.332296, -2.288080], [-5.165695, -2.674005, -1.727067], [-6.111238, -1.573273, -1.298073], [-5.853407, -3.933655, -2.003205], [-2.584297, -3.562102, -1.550631], [-2.639706, -3.876134, -0.075241], [-2.073935, -4.780131, -2.247502], [-3.707966, -2.767173, -3.980475], [-4.873682, -3.080047, -4.751068], [-2.555110, -2.221437, -4.783455], [-5.861647, -0.656169, -1.831669], [-5.973164, -1.235708, -0.270893], [-7.190876, -1.698105, -1.381109], [-5.389182, -4.607103, -2.723657], [-6.920858, -3.767957, -2.148803], [-5.672035, -4.381360, -1.026083], [-2.806950, -3.000106, 0.551421], [-3.435420, -4.575080, 0.182475], [-1.675321, -4.304247, 0.198213], [-1.778314, -5.628111, -1.629738], [-2.853995, -5.192714, -2.887333], [-1.169732, -4.516780, -2.796293], [-5.026707, -4.157388, -4.814327], [-5.790083, -2.525205, -4.549934], [-4.710170, -2.703918, -5.760971], [-1.569027, -2.395083, -4.352649], [-2.659507, -1.140466, -4.690232], [-2.648284, -2.278362, -5.867974], [-2.119249, 3.482987, -2.482806], [-1.834858, 4.964288, -2.347238], [-1.501671, 5.381721, -0.812002], [-0.942572, 4.322726, 0.046568], [-1.273694, 6.770089, -0.464561], [-3.062156, 5.945301, -2.899618], [-3.400003, 6.065240, -4.313113], [-4.122562, 6.397339, -2.079085], [-0.422259, 5.512580, -3.196490], [0.690453, 4.558252, -3.429070], [-0.231192, 6.888578, -3.723287], [-0.942210, 4.472883, 1.126173], [0.087008, 4.169723, -0.276923], [-1.502353, 3.392454, -0.050114], [-1.967268, 7.376307, -1.047281], [-0.253536, 7.010864, -0.763574], [-1.457957, 6.866398, 0.605422], [-2.539372, 6.356499, -4.915258], [-3.738246, 5.119091, -4.735597], [-4.252534, 6.737423, -4.410335], [-4.954343, 5.766365, -2.392318], [-3.906705, 6.337624, -1.012340], [-4.164492, 7.468796, -2.274840], [0.567322, 3.762974, -2.693896], [0.699419, 3.995722, -4.362648], [1.637387, 4.943860, -3.051270], [-1.215639, 7.304215, -3.508312], [-0.240553, 6.851160, -4.812603], [0.649109, 7.278142, -3.211992]],
  "forces_ev_per_angstrom": [[-1.069, 0.187, -0.460], [2.137, -0.110, 2.829], [-3.798, -1.876, -0.055], [1.129, 0.279, 1.988], [2.763, 1.017, -0.997], [0.955, 0.554, 0.292], [0.121, -1.844, -0.731], [-1.699, 1.621, 0.519], [-1.037, -0.359, -0.556], [0.015, -0.744, 0.364], [0.109, 0.420, -2.252], [-0.187, 0.115, 0.231], [-0.271, 0.446, 0.656], [0.135, -0.275, 1.019], [0.518, 0.244, -0.529], [-0.329, 0.325, -0.153], [0.638, 0.176, -0.904], [0.769, 0.082, 3.798], [0.188, -1.449, -1.735], [-1.996, 1.656, 0.300], [2.344, 0.096, 1.281], [-1.243, 1.381, -1.528], [0.794, -2.737, -1.595], [0.346, 0.292, 0.858], [0.231, 0.308, -0.850], [-0.694, -0.457, -0.503], [-0.488, 0.431, -1.217], [-0.171, -0.251, -0.063], [0.114, 0.645, 0.087], [-0.145, 0.050, 1.144], [-1.869, -0.788, -0.916], [1.259, 2.979, -0.908], [-0.043, 1.724, 1.660], [0.397, 0.600, -1.318], [0.475, -3.921, 0.072], [-0.098, 0.647, -0.264], [-0.532, 0.566, 1.993], [-0.096, -0.415, 0.008], [0.669, 0.354, -0.240], [-0.189, -0.021, -0.238], [-0.303, -0.618, 1.465], [0.108, -0.837, -0.883], [0.312, -0.259, -0.524], [-0.901, 0.202, -0.128], [-0.001, 1.128, 0.720], [1.107, -0.993, -0.752], [-0.477, 0.861, 1.060], [0.629, 4.265, 0.737], [-0.128, -2.751, -1.838], [-0.365, -1.152, 0.993], [0.458, -0.528, 0.360], [0.161, -0.053, 0.063], [0.218, -0.105, -0.628], [-0.266, -0.109, 0.086], [0.267, -0.057, -0.097], [-0.686, -0.700, -0.570], [-1.667, 0.589, -0.697], [2.734, -1.169, 1.008], [-0.222, 0.857, -1.353], [0.810, 2.803, 2.550], [-0.822, 0.021, 0.277], [-0.717, -0.240, -0.326], [-2.050, -1.939, -1.159], [-0.200, 0.366, -0.387], [0.744, -0.310, 0.221], [1.072, 0.013, 0.181], [0.011, -0.178, 0.154], [0.201, -0.953, -0.147], [0.059, 0.090, -0.363], [0.826, 0.182, -0.820], [-0.307, 0.104, 1.023], [-0.252, -2.368, 1.320], [-2.383, 0.865, -0.361], [3.556, 3.188, -1.610], [-1.497, -1.563, 0.864], [0.081, -2.323, 0.251], [-0.686, 0.548, 0.521], [-0.262, -0.240, -0.636], [0.182, 0.283, 0.230], [-0.173, 0.338, -0.177], [0.175, 0.563, 0.006], [0.624, 0.506, -0.582], [0.738, 1.618, 0.420], [-2.013, -4.294, -1.704], [-0.414, 2.429, -0.717], [1.531, 1.041, 0.009], [1.070, -0.448, 2.088], [-0.593, 0.002, 0.702], [-0.245, 0.973, -0.748], [-0.405, 0.851, -0.929], [2.432, 0.392, 1.244], [-0.277, 0.255, -0.899], [-1.099, 1.697, 1.001], [-0.055, -0.027, -0.357], [0.302, -0.563, 0.337], [0.227, -0.925, -0.549], [-0.104, 0.461, -0.260], [0.240, -0.136, -0.331], [-0.937, -1.215, -0.052], [0.093, 0.248, -0.258], [-0.054, -0.253, -0.213], [-0.052, 0.052, 0.044], [-0.222, 0.529, 0.772], [0.213, 0.107, -0.434], [-0.175, -0.101, -0.403], [-0.417, 0.029, -0.049], [-0.137, -0.243, 0.944], [0.314, -0.337, -0.219], [-0.080, -0.709, -0.297], [0.232, 0.517, 0.130], [0.119, -1.231, 0.185], [0.526, 0.809, -0.539], [1.188, -0.286, -1.647], [-1.734, -0.863, 1.412], [0.325, -0.449, -0.347], [0.165, -0.735, -0.474], [2.327, -0.421, -0.386], [0.290, -0.768, -0.176], [-0.139, 0.281, 0.673], [-0.466, -1.198, -0.785], [-1.104, -0.616, 1.915], [-1.646, -2.134, 0.466], [-0.186, 0.967, -0.082], [0.103, -0.323, 0.334], [0.075, -0.003, -0.489], [0.135, 0.279, 0.252], [0.191, 0.537, 0.383], [0.183, 0.351, -0.101], [-0.157, 0.332, 0.018], [-0.089, -0.295, 0.065], [0.380, 0.307, -0.098], [-0.856, 0.719, 0.653], [-0.098, -0.560, -0.096], [-1.089, 0.099, -0.082], [-0.319, -0.309, 0.020], [0.218, 0.732, -0.457], [0.204, 0.510, -0.849], [0.556, 1.141, 0.436], [0.896, 0.227, -0.137], [-0.232, 0.678, -0.481]],
  "mulliken_spin": [-0.14, 2.22, 0.00, 0.00, 0.01, 0.00, 0.00, 0.00, 0.00, 0.00, 0.00, 0.00, 0.00, 0.00, 0.00, 0.00, 0.01, 0.00, 0.00, 0.00, 0.00, 0.00, 0.00, 0.00, 0.00, 0.00, 0.00, 0.00, 0.00, 0.00, 0.00, 0.00, 0.00, 0.00, 0.00, 0.00, 0.00, 0.00, 0.00, 0.00, 0.00, 0.00, 0.00, 0.00, 0.00, 0.00, 0.00, 0.00, 0.00, 0.00, 0.00, 0.00, 0.00, 0.00, 0.00, 0.00, 0.00, 0.00, 0.00, 0.00, 0.00, 0.00, 0.00, 0.00, 0.00, 0.00, 0.00, 0.00, 0.00, 0.00, 0.00, 0.00, 0.00, 0.00, 0.00, 0.00, 0.00, 0.00, 0.00, 0.00, 0.00, 0.00, -0.10, 0.02, 0.00, -0.01, 0.00, 0.00, 0.00, 0.00, 0.00, 0.00, -0.02, 0.01, 0.00, 0.00, 0.00, 0.00, 0.00, 0.00, 0.00, 0.00, 0.00, 0.00, 0.00, 0.00, 0.00, 0.00, 0.00, 0.02, 0.00, -0.05, 0.02, 0.00, 0.00, 0.00, 0.00, 0.00, 0.00, 0.00, 0.00, 0.00, 0.00, 0.00, 0.00, 0.00, 0.00, 0.00, 0.00, 0.00, 0.00, 0.00, 0.00, 0.00, 0.00, 0.00, 0.00, 0.00, 0.00, 0.00],
  "s_squared": 2.0318,
  "spin_multiplicity": 3,
  "homo_lumo_gap_ev": [7.2, 7.9],
  "energy_ev": -140804.3815,
  "lumo_ev": [-0.111, -0.357],
  "max_force_ha_per_bohr": 0.0980
}